# 1
Density functional theory data (wB97M-V/def2-TZVPD) for C8H10N2O3 in the gas phase in a non-equilibrium geometry.

Its SMILES is CC(=O)Oc1cc(C)n(C(C)=O)n1. For the frontier orbital gap, the calculation gives 10.0 eV. As for the total charge: 0.

Geometry (Å):
O  2.98957  0.96684  2.40807
O  -1.73809  -1.61211  -2.61917
N  0.49160  0.49381  -0.96967
O  1.67407  1.54346  0.60828
C  2.00419  1.48546  1.95702
C  -1.07043  -0.62348  -2.28802
C  0.85859  0.57293  0.26450
C  0.20189  -0.50512  0.97741
C  -0.51198  -1.27024  0.09021
N  -0.42490  -0.50883  -1.12253
C  1.07206  2.27497  2.88353
C  -0.64901  0.19079  -3.51725
C  -1.34135  -2.51694  0.36711
H  0.27701  -0.72040  2.08125
H  1.17723  3.32406  2.67543
H  1.28337  2.19043  4.03347
H  0.10413  2.09310  2.52267
H  0.41993  0.22500  -3.61337
H  -0.93252  -0.30343  -4.41839
H  -1.08297  1.18701  -3.59454
H  -1.55252  -2.75504  1.36410
H  -2.39315  -2.37289  -0.00090
H  -0.85671  -3.35937  -0.08920

Forces on the atoms, in the same order (eV/Å):
-0.730 -0.021 -1.496
-0.065 0.923 2.139
-0.354 1.316 -1.325
1.136 0.507 1.309
1.208 0.904 3.044
-0.470 -2.836 -5.176
-2.674 -2.827 -1.556
0.637 -0.662 2.146
-0.571 1.619 0.393
1.456 -0.607 3.267
1.510 -0.002 1.019
0.068 1.107 0.668
-1.060 1.517 -2.104
0.036 0.141 -1.493
0.427 0.650 -0.327
-0.531 -0.486 -2.479
-1.788 -0.531 0.286
0.621 0.509 0.490
-0.799 -0.810 -0.193
0.294 0.174 0.396
0.627 0.149 1.883
1.143 -0.265 -0.438
-0.122 -0.469 -0.455



# 2
Density functional theory data (wB97M-V/def2-TZVPD) for 3 unconnected molecules or ions with the total composition C4H9N2O2 in a non-equilibrium geometry.

Its spin multiplicity is 3. For the frontier orbital gap (spin up / spin down), the calculation gives 3.7 / 7.2 eV. As for the total charge: -1.

Geometry (Å):
C  -1.20438  1.70002  -0.04412
C  -1.07741  -2.10543  0.19116
C  -1.46660  0.19201  -0.43895
C  -0.60670  -0.86398  0.24412
N  2.33431  0.25525  -1.28997
N  3.01821  0.17792  -0.39435
O  1.85749  0.45973  1.16497
O  4.06579  -0.02187  0.09441
H  -0.97878  1.81602  1.00223
H  -1.94529  2.37416  -0.42822
H  -0.39599  1.90477  -0.79691
H  2.48768  0.12947  1.85565
H  -0.66005  -3.06926  0.33085
H  -1.94811  -2.19588  -0.52548
H  -2.49805  -0.16321  -0.28473
H  -1.26743  0.00631  -1.44346
H  0.28531  -0.59603  0.76279

Forces on the atoms, in the same order (eV/Å):
0.998 -1.921 -2.722
-1.516 0.315 -2.447
-0.615 0.376 2.409
-0.978 -0.360 0.479
-3.242 0.124 -6.364
-1.104 0.734 4.105
-1.719 0.512 3.024
6.457 -1.412 0.678
0.325 0.278 0.097
-1.026 0.164 0.346
0.226 0.328 1.632
-0.131 0.253 -1.268
0.925 -0.393 0.924
0.423 -0.107 1.022
0.089 0.524 0.054
0.302 0.318 -2.059
0.585 0.266 0.088



# 3
Density functional theory data (wB97M-V/def2-TZVPD) for 2 unconnected molecules or ions with the total composition C19H22NO4 in a non-equilibrium geometry.

For the frontier orbital gap, the calculation gives 4.3 eV. As for the total charge: -1.

Geometry (Å):
C  1.15411  -5.77494  0.30061
O  -0.06657  -5.53217  0.95229
C  -0.47627  -4.21998  0.96309
C  -1.69814  -3.95115  1.62251
C  -2.20506  -2.69647  1.69579
C  -1.51843  -1.59165  1.10021
O  -1.98823  -0.44882  1.15629
C  -0.27802  -1.86630  0.43930
C  0.21477  -3.13091  0.37665
H  1.37168  -6.84368  0.36289
H  1.07179  -5.48503  -0.74732
H  1.94833  -5.21681  0.79720
H  -2.21886  -4.78171  2.06544
H  -3.13480  -2.49944  2.20041
H  0.24733  -1.03753  -0.00519
H  1.14564  -3.30721  -0.12939
C  -2.60014  0.77944  -2.57978
C  -2.49538  2.21445  -2.05070
C  -1.98861  3.14389  -3.15977
C  -3.87215  2.68688  -1.55309
O  -1.60308  2.26401  -0.90578
C  -0.32923  1.80778  -1.12105
N  0.49982  1.77835  -0.00083
C  1.75905  1.72240  -0.14799
C  2.68943  1.73384  0.96103
C  4.06812  1.82847  0.75847
C  4.93636  1.81717  1.82757
C  4.45026  1.71128  3.11570
C  3.08848  1.63913  3.33396
C  2.21642  1.65678  2.26896
O  0.08958  1.44168  -2.19555
H  -2.91045  0.10081  -1.78843
H  -3.31137  0.71067  -3.40208
H  -1.63029  0.44330  -2.94116
H  -1.85276  4.15634  -2.78543
H  -1.02530  2.79483  -3.52785
H  -2.68453  3.17450  -3.99810
H  -3.80467  3.68732  -1.13089
H  -4.61033  2.70228  -2.35285
H  -4.23546  2.03171  -0.76387
H  2.14230  1.67056  -1.15210
H  4.45235  1.92845  -0.24184
H  5.99944  1.89146  1.66273
H  5.13246  1.68670  3.95022
H  2.70743  1.56536  4.33947
H  1.15296  1.61398  2.43026

Forces on the atoms, in the same order (eV/Å):
-0.507 -0.040 0.297
0.455 -1.053 -0.082
-0.617 1.718 0.068
1.237 -1.020 -0.544
0.313 0.346 -0.224
0.412 -0.695 -0.120
-0.908 2.350 -0.019
-0.822 0.408 0.419
-0.068 -2.145 0.409
-0.126 0.068 0.058
0.259 0.077 -0.207
0.303 0.091 -0.139
-0.160 -0.349 0.160
-0.232 0.115 0.105
0.093 0.174 -0.101
0.353 -0.049 -0.194
0.191 -0.141 0.150
-0.606 -0.198 -0.885
0.261 0.000 0.094
0.542 -0.081 0.460
1.723 -0.374 0.124
-0.342 -0.218 -0.776
-0.650 0.793 1.972
-1.115 0.135 -0.837
0.448 -0.052 0.783
-0.495 -0.016 -0.269
0.289 0.035 0.056
0.136 -0.003 0.119
-0.052 -0.004 0.149
-0.271 0.004 -0.077
-0.088 0.032 -0.323
-0.058 -0.004 0.178
-0.142 0.187 -0.002
-0.213 -0.020 -0.051
-0.091 0.164 0.103
-0.129 0.023 -0.049
-0.146 -0.054 0.079
0.066 0.166 -0.007
0.147 -0.074 -0.187
0.050 -0.136 0.036
0.542 0.016 -0.585
0.071 -0.059 -0.296
0.154 0.002 -0.069
0.124 0.010 0.128
-0.085 -0.020 0.141
-0.245 -0.112 -0.046



# 4
Density functional theory data (wB97M-V/def2-TZVPD) for a gas-phase ion, C5H12N3S (charge +1) in a non-equilibrium geometry.

For the frontier orbital gap, the calculation gives 6.2 eV. As for the total charge: +1.

Geometry (Å):
C  2.13933  -1.87405  1.00264
C  1.94075  0.41170  0.25220
C  2.35428  1.36271  -0.88680
C  -2.56013  1.08966  0.69304
C  -2.66218  -0.86447  -0.77052
N  2.46026  -0.79213  0.27998
N  -0.58086  -0.01248  -0.14475
N  -1.84668  0.15536  -0.14665
S  0.40229  0.68400  1.04924
H  2.77771  -2.74856  0.87949
H  3.50148  1.24992  -0.92536
H  1.85558  1.23197  -1.87254
H  2.23953  2.39540  -0.68883
H  -3.72216  1.03582  0.33987
H  -2.32718  0.69794  1.75938
H  -2.08210  2.04346  0.74599
H  -1.93399  -1.50557  -1.32000
H  -2.98391  -1.43543  0.03961
H  -3.41133  -0.42973  -1.37460
H  3.31165  -0.95108  -0.33434
H  1.12766  -1.74444  1.42296

Forces on the atoms, in the same order (eV/Å):
-0.568 1.625 -1.487
-1.721 3.096 -0.910
1.780 -1.417 0.210
-1.924 -1.683 1.655
2.804 -0.537 -1.510
2.120 -3.789 0.414
-1.707 -0.236 0.459
2.123 0.566 0.085
0.548 0.295 -1.368
-0.559 0.271 0.344
-1.643 0.088 -0.586
0.462 -0.511 0.542
-0.363 1.018 0.799
3.060 0.531 1.364
-1.249 0.448 -1.265
0.045 0.896 -0.701
-0.858 0.476 0.007
-1.242 -1.049 1.196
-0.877 0.233 -0.566
-1.216 0.657 0.999
0.984 -0.979 0.318



# 5
Density functional theory data (wB97M-V/def2-TZVPD) for 2 unconnected molecules or ions with the total composition C3H7FO in a non-equilibrium geometry.

For the frontier orbital gap, the calculation gives 9.4 eV. As for the total charge: 0.

Geometry (Å):
C  0.67601  1.24692  -0.11332
C  0.61461  -0.09558  0.46716
C  -0.85935  -0.24345  0.68587
H  -0.37007  1.68459  -0.72050
H  0.75256  1.83352  0.84187
H  1.79727  1.33750  -0.70311
H  1.26309  -0.13211  1.46682
H  1.05008  0.03084  -1.51889
H  -0.80451  -1.23268  0.99099
H  -1.35347  0.59254  1.27942
O  1.15385  -1.11006  -0.34276
F  -1.57260  -0.07567  -0.57031

Forces on the atoms, in the same order (eV/Å):
1.543 3.479 -1.439
1.224 -0.169 1.034
-1.153 1.865 -0.564
3.484 -1.639 1.458
0.177 0.673 -1.237
-3.055 0.262 1.242
-1.760 0.118 -1.538
0.510 -3.781 2.709
-1.961 -2.063 0.881
0.910 -1.658 0.033
-0.746 3.827 -3.693
0.827 -0.914 1.116



# 6
Density functional theory data (wB97M-V/def2-TZVPD) for a molecular structure, CH3F2OP in a non-equilibrium geometry.

For the frontier orbital gap, the calculation gives 9.1 eV. As for the total charge: 0.

Geometry (Å):
C  0.08771  1.05751  0.66009
O  -0.74785  -1.44014  -1.06712
F  -0.03679  0.54047  1.87182
F  1.01007  2.02990  0.71137
P  0.69011  -0.73822  -0.89877
H  -0.91325  1.30767  0.19430
H  -1.17406  -1.15900  -1.81805
H  1.08407  -1.59819  0.34637

Forces on the atoms, in the same order (eV/Å):
-0.033 -2.481 -3.079
0.449 -1.239 2.667
-0.262 -0.154 0.670
-0.419 0.106 -0.262
1.230 1.179 3.792
1.121 0.448 0.873
-1.657 0.912 -2.866
-0.429 1.229 -1.794



# 7
Density functional theory data (wB97M-V/def2-TZVPD) for 2 unconnected molecules or ions with the total composition C2H3N3O2 in a non-equilibrium geometry.

Its SMILES is [H]/N=C\N=N\[H].O=C=O. For the frontier orbital gap, the calculation gives 9.3 eV. As for the total charge: 0.

Geometry (Å):
C  1.41878  1.03769  0.12930
C  -2.58565  -0.63180  -0.17010
N  1.10854  -1.31406  0.44810
N  1.35919  -0.31035  -0.24954
N  0.44489  1.85040  0.10605
O  -1.74861  -1.46343  -0.52506
O  -3.39956  0.16031  -0.02955
H  2.49570  1.41255  0.28945
H  1.38518  -2.21863  -0.01465
H  -0.47846  1.47731  0.01600

Forces on the atoms, in the same order (eV/Å):
-0.656 0.629 0.624
4.174 -4.370 -3.010
0.719 1.764 0.605
1.280 -2.727 -0.530
1.577 0.652 0.567
-3.733 3.721 2.198
-0.505 0.603 0.788
-1.671 -0.730 -0.342
-0.757 1.177 -0.565
-0.428 -0.719 -0.334



# 8
Density functional theory data (wB97M-V/def2-TZVPD) for a gas-phase ion, C28H33N4O (charge +1) in a non-equilibrium geometry.

Its SMILES is COc1ccc(-n2cc[n+](C)c2C(c2ccc(N(C)C)cc2)c2ccc(N(C)C)cc2)cc1. For the frontier orbital gap, the calculation gives 6.9 eV. As for the total charge: +1.

Geometry (Å):
C  -1.47518  6.11350  -2.89956
N  -1.68251  5.62380  -1.54673
C  -2.51453  6.50737  -0.75318
C  -1.21690  4.39607  -1.14585
C  -0.04611  3.82051  -1.69718
C  0.37383  2.54484  -1.32318
C  -0.35831  1.70897  -0.49242
C  0.21091  0.23679  -0.25731
C  -0.79240  -0.55284  0.71592
C  -0.46565  -1.02712  2.01548
C  -1.28643  -1.92501  2.70757
C  -2.50965  -2.36613  2.15496
N  -3.29327  -3.36174  2.69662
C  -3.38901  -3.62859  4.12506
C  -4.28846  -4.07088  1.91626
C  -2.93914  -1.68463  0.99514
C  -2.13217  -0.73493  0.36159
C  -1.41511  2.35655  0.20927
C  -1.79079  3.68165  -0.06404
H  -0.61281  5.65668  -3.39265
H  -2.37886  5.91410  -3.49752
H  -1.36017  7.20658  -2.85660
H  -2.15636  6.63072  0.27894
H  -2.51944  7.48931  -1.25475
H  -3.55123  6.14495  -0.72077
H  0.48456  4.34974  -2.47175
H  1.31347  2.19603  -1.75490
H  1.12460  0.28979  0.34002
H  0.42067  -0.66400  2.54752
H  -0.92837  -2.41868  3.60508
H  -2.48534  -3.32282  4.66679
H  -4.27207  -3.11842  4.55533
H  -3.57234  -4.70865  4.23321
H  -3.86943  -4.44170  0.97329
H  -4.64242  -4.91725  2.51814
H  -5.15910  -3.44362  1.67741
H  -3.90608  -1.96002  0.56616
H  -2.60544  -0.15297  -0.43678
H  -1.99052  1.84098  0.97430
H  -2.64643  4.13248  0.44055
C  6.56606  -2.70509  2.47383
O  5.13797  -2.95397  2.50249
C  4.43771  -2.71540  1.35936
C  3.02064  -2.72701  1.46205
C  2.27820  -2.11197  0.44851
C  2.88359  -1.54161  -0.68095
N  2.15884  -0.77945  -1.62793
C  0.83571  -0.34200  -1.48827
N  0.42701  -0.17449  -2.77165
C  -0.93603  -0.08355  -3.23673
C  1.42382  -0.44472  -3.68863
C  2.50399  -0.81678  -3.00683
C  4.24884  -1.84551  -0.89593
C  5.05111  -2.31465  0.14625
H  6.92020  -2.91551  3.48347
H  7.04507  -3.37927  1.75026
H  6.77654  -1.65299  2.21150
H  2.51961  -3.10694  2.35789
H  1.19628  -2.06868  0.52349
H  -1.58786  0.13648  -2.39985
H  -0.97780  0.68090  -4.00256
H  -1.22033  -1.04584  -3.68485
H  1.25746  -0.36067  -4.76113
H  3.46873  -1.11292  -3.40922
H  4.73847  -1.66658  -1.85380
H  6.15013  -2.29322  0.07983

Forces on the atoms, in the same order (eV/Å):
-0.258 0.065 -0.073
0.634 0.365 -0.257
-0.434 -0.286 0.108
0.501 -0.203 0.775
-0.574 -0.423 0.067
0.034 0.463 -0.927
0.392 0.041 0.618
-1.411 0.851 2.649
0.044 0.357 -0.256
0.075 -0.070 -0.324
-0.073 -0.104 -0.415
-0.172 0.439 -0.420
0.418 -0.388 0.283
-0.158 -0.016 -0.070
-0.165 0.352 -0.153
0.090 -0.057 0.008
-0.225 -0.874 -0.576
0.204 -0.183 -0.311
-0.093 -0.359 -0.672
-0.253 0.219 0.131
0.247 0.010 -0.096
0.259 -0.400 -0.197
0.030 -0.125 -0.296
-0.031 -0.415 0.432
0.008 0.169 0.104
0.298 0.019 0.135
-0.189 0.007 -0.035
-0.054 0.488 0.406
0.048 -0.398 -0.524
0.042 0.476 0.082
-0.364 -0.185 -0.151
0.380 -0.029 -0.021
0.367 0.362 0.292
-0.027 0.049 0.164
0.103 0.197 -0.349
-0.011 -0.116 0.039
0.257 0.464 0.189
0.432 -0.394 -0.067
0.211 -0.053 -0.127
0.282 -0.306 0.071
-0.533 -0.103 -0.194
0.265 -0.070 -0.554
-0.130 0.853 0.219
0.550 0.457 -0.599
0.060 0.058 0.026
1.648 -1.156 0.954
-1.277 -0.308 -1.140
1.320 -0.490 -2.430
0.005 -0.510 0.405
-0.492 0.027 -0.052
-0.574 0.262 -0.052
0.196 -0.109 1.129
-0.053 0.728 0.256
-0.511 -0.271 0.613
-0.078 0.014 -0.210
-0.002 0.171 0.265
-0.135 -0.405 0.107
0.318 0.127 -0.375
0.170 -0.063 0.185
-0.112 0.175 -0.078
-0.264 0.242 0.018
0.048 0.246 0.227
0.011 -0.009 0.478
-0.357 0.016 0.513
-0.132 0.355 0.355
-0.807 -0.248 -0.303



What are the E_tot values for these records? In order: -646.0209, -417.5288, -1092.9314, -759.7590, -293.3829, -656.1546, -392.6917, -1380.7211 Ha.
What are the energy above the lowest of the compared OMol25 structures with the same formula, charge and spin values for these records? In order: 235.62, 116.89, 0.00, 458.91, 553.50, 388.77, 267.27, 277.85 kJ/mol.